# 1
The following is a quantum chemistry calculation of a single C4H7NO molecule at a distorted geometry, from OMol25.

## Properties
**Kohn-Sham gap (alpha / beta)**: 7.61 / 10.54 eV
**LUMO energy (alpha / beta)**: 1.055 / -0.627 eV
**Energy**: -7793.776 eV
**Spin multiplicity**: 3
**<S²>**: 2.014

Bonds (Å) are listed after each position.
CARTESIAN COORDINATES (ANGSTROEM)
1 C -1.28 0.38 -0.03  C2 1.519, C3 1.502, N5 1.209
2 C 0.14 0.14 0.45  C1 1.519, O6 1.283, H7 1.067
3 C -2.18 -0.82 -0.15  C1 1.502, H8 1.143, H9 1.104, H10 1.107
4 C 2.37 0.38 -0.14  O6 1.431, H11 1.099, H12 1.015, H13 1.053
5 N -1.30 1.49 -0.50  C1 1.209
6 O 1.08 -0.20 -0.36  C2 1.283, C4 1.431
7 H 0.50 0.74 1.25  C2 1.067
8 H -2.14 -1.45 0.80  C3 1.143
9 H -1.97 -1.47 -1.02  C3 1.104
10 H -3.23 -0.48 -0.17  C3 1.107
11 H 2.32 1.36 0.36  C4 1.099
12 H 2.85 0.21 -1.01  C4 1.015
13 H 2.84 -0.28 0.53  C4 1.053

# 2
The following is a quantum chemistry calculation of a single C5H13N molecule, from OMol25.

## Properties
**Kohn-Sham gap**: 10.03 eV
**LUMO energy**: 1.184 eV
**Energy**: -6885.800 eV
**Spin multiplicity**: 1

Bonds (Å) are listed after each position.
CARTESIAN COORDINATES (ANGSTROEM)
1 C -1.21 -2.19 -0.28  C2 1.520, H7 1.093, H8 1.097, H9 1.094
2 C 0.25 -1.79 -0.19  C1 1.520, C3 1.538, H10 1.097, H11 1.086
3 C 0.50 -0.30 -0.47  C2 1.538, C4 1.528, H12 1.090, H13 1.093
4 C -0.35 0.64 0.39  C3 1.528, C5 1.527, H14 1.093, H15 1.097
5 C 0.43 1.84 0.90  C4 1.527, N6 1.449, H16 1.085, H17 1.096
6 N 0.84 2.78 -0.12  C5 1.449, H18 1.009, H19 1.009
7 H -1.33 -3.24 -0.01  C1 1.093
8 H -1.55 -2.11 -1.32  C1 1.097
9 H -1.89 -1.64 0.37  C1 1.094
10 H 0.68 -2.07 0.78  C2 1.097
11 H 0.77 -2.37 -0.95  C2 1.086
12 H 0.30 -0.13 -1.53  C3 1.090
13 H 1.55 -0.04 -0.32  C3 1.093
14 H -0.73 0.14 1.29  C4 1.093
15 H -1.23 1.02 -0.14  C4 1.097
16 H 1.32 1.44 1.36  C5 1.085
17 H -0.20 2.38 1.63  C5 1.096
18 H 0.13 2.98 -0.81  N6 1.009
19 H 1.73 2.64 -0.57  N6 1.009

Q: Number 2 is which compound?
A: C5H13N

Q: What is the energy in the second record?
A: -6885.800 eV

Q: Number 2 is which compound?
A: C5H13N